Here is a 8-piece molecular cluster, C48H95N3O20S9Si overall at a distorted geometry from the Open Molecules 2025 dataset. Energies are from ωB97M-V/def2-TZVPD.

Properties
SMILES string = CCCN[C@]1(N=C(C)C)[C@@H](S)S(=O)(=O)O[C@](CCCCO)(N=C=O)[C@H]1CCO[Si](C)(C)C.O=S1(=O)CCCC1.O=S1(=O)CCCC1.O=S1(=O)CCCC1.O=S1(=O)CCCC1.O=S1(=O)CCCC1.O=S1(=O)CCCC1.O=S1(=O)CCCC1
orbital gap = 0.31994 hartree
HOMO energy = -0.31184 Eh
molar mass = 1350.98 g mol⁻¹

Structure (ORCA input):
```
! wB97M-V def2-TZVPD RIJCOSX def2/J DEFGRID3
* xyz 0 1
C -0.2929 -0.5556 -4.3340
C 0.1470 0.9281 -4.1180
C 0.5550 1.0745 -2.6326
N -0.3458 1.8513 -1.7977
C -1.4285 1.1428 -1.1305
N -1.2436 -0.2646 -0.8035
C -0.4229 -0.6100 0.1040
C -0.7638 -1.8411 0.9018
C 0.8958 0.0064 0.4760
C -2.6031 1.1762 -2.2026
S -4.0586 0.2006 -1.7544
S -2.9731 2.9156 -2.5181
O -4.3901 3.0178 -2.6609
O -2.3381 3.2558 -3.7470
O -2.3526 3.8903 -1.4441
C -2.1042 3.4695 -0.0865
C -3.1953 4.1205 0.7850
C -4.6117 4.2530 0.2007
C -5.5178 3.0287 0.2794
C -6.2182 2.9076 1.6072
O -5.2892 2.8584 2.6826
N -0.8235 4.1953 0.2058
C -0.5403 4.3432 1.3823
O -0.2408 4.3949 2.5350
C -1.8075 1.9785 0.1464
C -2.7303 1.2652 1.1493
C -2.0980 1.0982 2.5401
O -2.3670 -0.2085 3.0324
Si -1.6242 -0.6148 4.4679
C -2.3765 0.3158 5.9289
C 0.2384 -0.2849 4.5202
C -1.8488 -2.4544 4.7950
H -0.5938 -1.0125 -3.3950
H 0.5102 -1.1516 -4.7545
H -1.1645 -0.6130 -4.9800
H -0.6962 1.5376 -4.4141
H 1.0330 1.0779 -4.7275
H 0.8200 0.0812 -2.2722
H 1.5000 1.6171 -2.6431
H 0.1982 2.4270 -1.1750
H -0.3069 -1.7718 1.8824
H -0.3501 -2.7183 0.4080
H -1.8393 -1.9369 0.9577
H 1.0558 1.0196 0.1335
H 1.0333 -0.0105 1.5505
H 1.6905 -0.6082 0.0614
H -2.2674 0.7830 -3.1482
H -3.6599 -0.8614 -1.0379
H -3.2969 3.6415 1.7514
H -2.9382 5.1479 1.0174
H -5.0954 4.9981 0.8342
H -4.6271 4.7093 -0.7759
H -6.3198 3.1912 -0.4375
H -5.0577 2.0974 -0.0248
H -6.8805 2.0433 1.5901
H -6.8823 3.7728 1.6939
H -5.7885 2.5886 3.4538
H -0.8444 1.9402 0.6424
H -3.6710 1.7581 1.3401
H -2.9862 0.2629 0.8502
H -1.0157 1.2620 2.5335
H -2.5503 1.8186 3.2272
H -1.9610 1.3163 6.0069
H -2.2201 -0.2212 6.8566
H -3.4481 0.4379 5.7739
H 0.7617 -1.2387 4.5267
H 0.5102 0.2140 5.4441
H 0.6437 0.2732 3.6809
H -2.8170 -2.6968 5.2120
H -1.0691 -2.7163 5.5002
H -1.6243 -3.0012 3.8831
O -4.8837 -1.8213 1.7258
S -4.5428 -3.0882 1.1326
O -3.1797 -3.5476 1.0400
C -5.5412 -4.3640 1.8912
C -6.8064 -4.4071 1.0369
C -6.3311 -4.3162 -0.4223
C -5.2986 -3.1859 -0.4943
H -5.7253 -4.1106 2.9326
H -4.9889 -5.3007 1.8238
H -7.3792 -5.3151 1.2193
H -7.4443 -3.5525 1.2723
H -5.8661 -5.2599 -0.7134
H -7.1579 -4.1352 -1.1068
H -4.5263 -3.3885 -1.2329
H -5.7679 -2.2250 -0.7015
O 3.2220 0.8142 -5.1693
S 4.3565 1.3260 -4.4328
O 4.8173 0.6888 -3.2208
C 5.7289 1.5207 -5.5561
C 5.5664 2.9322 -6.1113
C 5.1930 3.8115 -4.9113
C 4.0968 3.0781 -4.1278
H 5.6868 0.7478 -6.3210
H 6.6450 1.4288 -4.9726
H 6.4786 3.2757 -6.5962
H 4.7620 2.9541 -6.8505
H 6.0698 3.9490 -4.2757
H 4.8563 4.7992 -5.2233
H 4.1633 3.2648 -3.0589
H 3.1019 3.3353 -4.4884
O 1.7581 -4.1841 -6.2638
S 3.1607 -4.2349 -5.9442
O 4.1683 -4.2541 -6.9735
C 3.5300 -2.9319 -4.7764
C 3.2869 -3.5666 -3.4117
C 3.8995 -4.9718 -3.4872
C 3.4401 -5.6016 -4.8083
H 2.8933 -2.0712 -4.9713
H 4.5775 -2.6602 -4.9040
H 3.7304 -2.9733 -2.6130
H 2.2137 -3.6409 -3.2215
H 4.9889 -4.8945 -3.4756
H 3.6065 -5.5867 -2.6372
H 4.1919 -6.2636 -5.2301
H 2.4989 -6.1355 -4.6941
O -5.8136 -0.6853 -7.0274
S -4.7147 -0.1678 -6.2498
O -4.2610 -0.8318 -5.0545
C -3.3222 0.1065 -7.3411
C -3.5137 1.5334 -7.8445
C -3.9345 2.3571 -6.6184
C -5.0243 1.5649 -5.8862
H -3.3269 -0.6399 -8.1319
H -2.4137 0.0172 -6.7464
H -2.6028 1.9206 -8.2989
H -4.3045 1.5590 -8.5982
H -3.0770 2.4973 -5.9579
H -4.2929 3.3459 -6.8999
H -4.9839 1.7159 -4.8087
H -6.0183 1.8077 -6.2574
O 1.6409 3.2534 7.4217
S 1.1026 4.5895 7.3784
O -0.1022 4.9390 8.0842
C 2.4004 5.7411 7.8204
C 3.0809 6.0690 6.4952
C 1.9476 6.2623 5.4786
C 0.9649 5.0993 5.6612
H 3.0642 5.2799 8.5477
H 1.9262 6.6225 8.2508
H 3.7071 6.9562 6.5774
H 3.7156 5.2354 6.1866
H 1.4395 7.2084 5.6757
H 2.3233 6.3000 4.4572
H -0.0608 5.3963 5.4606
H 1.2307 4.2471 5.0393
O 8.2364 1.2772 -3.7187
S 9.3748 0.6120 -3.1324
O 10.6134 0.4703 -3.8493
C 9.6936 1.3411 -1.5308
C 8.8307 0.5288 -0.5694
C 8.9944 -0.9362 -0.9944
C 8.8423 -0.9901 -2.5199
H 9.4402 2.3984 -1.5541
H 10.7543 1.2139 -1.3172
H 9.1313 0.6865 0.4652
H 7.7841 0.8260 -0.6663
H 9.9876 -1.2895 -0.7103
H 8.2661 -1.5813 -0.5058
H 9.4627 -1.7620 -2.9676
H 7.8037 -1.1302 -2.8158
O -1.3141 -5.2336 5.8477
S -0.2343 -5.9462 6.4789
O 1.0434 -6.1021 5.8340
C 0.0093 -5.2725 8.1193
C -0.9267 -6.0881 9.0056
C -0.7733 -7.5448 8.5476
C -0.8375 -7.5530 7.0148
H -0.2157 -4.2084 8.1127
H 1.0520 -5.4342 8.3907
H -0.6827 -5.9675 10.0600
H -1.9582 -5.7610 8.8585
H 0.1934 -7.9299 8.8779
H -1.5432 -8.1854 8.9751
H -0.2101 -8.3279 6.5824
H -1.8589 -7.6601 6.6552
*
```

Mulliken atomic charge list, values in e, 6 entries:
1 C -0.50
2 C 0.31
3 C -0.47
4 N 0.36
5 C -0.91
6 N -0.09